*1*
Here is the ion C2H5N2O with charge +1 from the Open Molecules 2025 dataset. Energies are from wB97M-V/def2-TZVPD.

Results
- Charge: +1
- E_LUMO: -0.145 hartree
- Highest occupied orbital energy: -14.6 eV
- Orbital gap: 0.393 Eh
- Structure (SMILES): [NH3+][C@H]1NC1=O

Positions of all 10 atoms, in Å:
1 C -1.47 0.06 -0.20
2 C 0.07 -0.43 -0.33
3 N -0.87 -0.69 0.68
4 N 1.19 0.54 0.07
5 O -2.35 0.73 -0.58
6 H 0.52 -1.11 -1.00
7 H -1.36 -1.56 1.07
8 H 0.85 1.48 0.25
9 H 1.65 0.75 -0.79
10 H 1.77 0.23 0.83


*2*
Here is the ion C2H5N2O with charge +1 from the Open Molecules 2025 dataset. Energies are from wB97M-V/def2-TZVPD.

Results
- Charge: +1
- E_LUMO: -0.156 hartree
- Highest occupied orbital energy: -16.3 eV
- Orbital gap: 0.442 Eh
- Structure (SMILES): [NH+]#CNCO

Positions of all 10 atoms, in Å:
1 C 0.67 -0.92 -0.71
2 C -0.78 0.77 0.30
3 N -0.31 -0.65 0.03
4 N 1.64 -1.12 -1.31
5 O 0.04 1.42 1.16
6 H 2.25 -1.32 -2.08
7 H -0.75 1.29 -0.66
8 H -1.82 0.66 0.64
9 H -0.75 -1.42 0.54
10 H -0.17 1.29 2.10


Energy above the most stable structure, in eV: *1* 1.127; *2* 0.000


*1*
Here is the ion C2H5N2O with charge +1 from the Open Molecules 2025 dataset. Energies are from wB97M-V/def2-TZVPD.

Results
- Charge: +1
- E_LUMO: -0.267 hartree
- Highest occupied orbital energy: -15.5 eV
- Orbital gap: 0.304 Eh

Positions of all 10 atoms, in Å:
1 C 0.87 0.77 0.34
2 C -0.83 -0.76 -0.30
3 N 1.23 -0.52 0.54
4 N -0.39 0.62 -0.52
5 O 0.41 -1.39 0.28
6 H 0.60 0.98 1.40
7 H 1.63 1.56 0.20
8 H -1.69 -1.00 0.64
9 H -1.42 -1.27 -1.12
10 H -0.39 1.01 -1.46


*2*
Here is a cluster of 2 separate species, C2H5N2O in total from the Open Molecules 2025 dataset. Energies are from wB97M-V/def2-TZVPD.

Results
- Charge: +1
- E_LUMO: -0.150 hartree
- Highest occupied orbital energy: -14.7 eV
- Orbital gap: 0.388 Eh

Positions of all 10 atoms, in Å:
1 C 1.97 -0.25 0.23
2 C -2.22 0.12 0.07
3 N 2.49 0.40 -0.58
4 N 1.24 -0.82 1.07
5 O -1.06 -0.13 0.31
6 H -2.74 1.00 0.49
7 H -2.83 -0.45 -0.67
8 H 2.92 0.44 -1.45
9 H 0.38 -1.20 0.57
10 H 1.24 -0.80 2.07


Energy above the most stable structure, in eV: *1* 3.395; *2* 0.000